*one*
{"formula": "CH5FN2", "method": "the ωB97M-V functional and the def2-TZVPD basis", "species": ["F", "N", "N", "C", "H", "H", "H", "H", "H"], "coordinates": [[-1.00, 0.15, -2.39], [-1.24, 0.67, 0.09], [-0.56, -0.35, -0.27], [0.85, -0.22, 0.00], [-0.78, 1.59, 0.31], [-2.16, 0.67, -0.31], [1.53, 0.62, -0.33], [1.51, -0.98, -0.45], [0.90, -0.35, 1.08]]}



*two*
{"formula": "CH5FN2", "method": "the ωB97M-V functional and the def2-TZVPD basis", "species": ["F", "N", "N", "C", "H", "H", "H", "H", "H"], "coordinates": [[2.76, -1.27, 0.07], [1.91, -0.22, 0.75], [1.74, 0.75, 0.17], [-1.72, -0.01, -0.09], [-2.35, 0.22, -0.89], [-1.96, 0.49, 0.82], [-0.65, 0.13, -0.35], [2.08, 0.99, -0.79], [-1.81, -1.08, 0.32]], "smiles": "[H]/N=N\\F.C"}



Q: Which of them is the least stable? A: *one*.



*one*
{"formula": "C3H37O16", "method": "the ωB97M-V functional and the def2-TZVPD basis", "species": ["O", "O", "O", "O", "O", "O", "O", "O", "O", "O", "O", "O", "O", "O", "O", "O", "C", "C", "C", "H", "H", "H", "H", "H", "H", "H", "H", "H", "H", "H", "H", "H", "H", "H", "H", "H", "H", "H", "H", "H", "H", "H", "H", "H", "H", "H", "H", "H", "H", "H", "H", "H", "H", "H", "H", "H"], "coordinates": [[0.05, -2.73, -2.83], [0.51, 2.49, -0.34], [3.03, -2.26, 2.80], [-2.02, 3.13, 1.54], [-3.74, -0.40, -1.72], [-1.48, 3.69, -1.80], [1.41, 0.10, 0.61], [4.21, 0.19, 0.43], [-3.36, 1.99, -0.64], [1.50, -2.45, -0.29], [-1.27, 0.34, -3.06], [-0.94, -3.73, 0.21], [-2.39, -2.73, -1.73], [2.35, 1.79, 2.36], [2.26, 0.26, -2.20], [0.65, 3.80, 2.17], [0.12, 0.03, 1.27], [-0.96, -0.29, 0.20], [0.20, -0.89, 2.52], [-2.02, 2.21, 1.79], [-0.67, -0.83, 3.11], [1.40, 2.60, -0.70], [1.34, -1.57, -0.10], [2.65, 1.20, 3.07], [2.44, -2.39, -0.50], [0.50, 1.59, 0.04], [-1.93, -0.60, 0.64], [2.28, -2.02, 2.31], [2.99, -1.65, 3.53], [-4.62, -0.70, -1.85], [-3.46, 1.12, -1.07], [1.79, 1.22, 1.78], [-0.53, -4.56, 0.01], [0.87, -0.59, 3.27], [4.43, -0.56, 0.96], [-1.24, 3.63, -2.73], [1.21, 3.00, 2.20], [3.27, 0.21, 0.59], [-2.15, -3.20, -0.95], [-0.62, 1.01, -3.15], [0.46, -1.87, 2.20], [-2.67, 3.09, 0.86], [-1.15, 0.52, -0.51], [0.30, -3.45, -3.39], [0.55, -2.83, -2.02], [-0.18, -3.16, 0.13], [-0.19, 3.52, 1.75], [-2.82, 2.47, -1.27], [-1.18, 0.04, -2.17], [3.23, 0.32, -2.17], [1.93, 0.37, -1.33], [-3.13, -1.12, -1.58], [-1.57, -2.52, -2.13], [-0.21, 1.01, 1.64], [-0.79, 3.24, -1.31], [-0.62, -1.08, -0.45]], "charge": -1}



*two*
{"formula": "C3H37O16", "method": "the ωB97M-V functional and the def2-TZVPD basis", "species": ["O", "O", "O", "O", "O", "O", "O", "O", "O", "O", "O", "O", "O", "O", "O", "O", "C", "C", "C", "H", "H", "H", "H", "H", "H", "H", "H", "H", "H", "H", "H", "H", "H", "H", "H", "H", "H", "H", "H", "H", "H", "H", "H", "H", "H", "H", "H", "H", "H", "H", "H", "H", "H", "H", "H", "H"], "coordinates": [[-3.98, 14.28, 34.55], [-7.05, 17.24, 34.71], [-1.53, 10.80, 38.17], [-5.00, 16.51, 33.25], [-0.20, 12.94, 36.87], [-4.77, 11.56, 34.58], [-0.30, 17.57, 34.80], [-6.11, 10.59, 36.98], [0.61, 14.88, 34.89], [-6.65, 14.25, 34.08], [-1.58, 12.73, 34.07], [-2.05, 15.83, 33.13], [-3.56, 18.78, 33.94], [-7.96, 11.98, 35.28], [-2.71, 9.75, 35.79], [-3.92, 13.30, 32.13], [-3.90, 13.19, 36.76], [-4.34, 15.69, 36.33], [-3.51, 14.49, 35.91], [-3.35, 12.34, 36.43], [-3.02, 8.85, 35.86], [-5.28, 11.27, 35.37], [-0.55, 12.37, 36.19], [-4.04, 13.70, 33.02], [-3.71, 19.11, 33.05], [-0.80, 16.75, 34.73], [-4.31, 15.65, 37.42], [-4.63, 15.95, 33.90], [-4.42, 12.51, 34.78], [-5.42, 15.53, 36.22], [-8.54, 12.72, 35.49], [-2.44, 13.08, 34.29], [-3.80, 17.89, 33.80], [-2.16, 15.06, 33.65], [-5.84, 14.45, 34.49], [-2.46, 14.70, 35.96], [-4.46, 13.84, 31.55], [-2.59, 15.75, 32.36], [0.11, 14.41, 35.52], [-4.09, 16.70, 35.89], [-3.74, 13.23, 37.81], [1.30, 15.31, 35.34], [-1.68, 11.92, 33.60], [-2.30, 10.55, 37.67], [-6.75, 13.36, 34.35], [-6.84, 10.54, 37.55], [-7.48, 11.78, 36.10], [-3.29, 10.33, 35.33], [-1.06, 11.47, 37.67], [-5.78, 16.84, 33.62], [-4.90, 12.87, 36.70], [-0.94, 18.19, 35.06], [0.70, 12.70, 36.75], [-7.28, 16.68, 35.41], [-7.90, 17.54, 34.32], [-5.28, 10.34, 37.37]], "charge": -1}



Q: Which of them is the least stable? A: *two*.



*one*
{"formula": "C7H17N", "method": "the ωB97M-V functional and the def2-TZVPD basis", "species": ["N", "C", "C", "C", "C", "C", "C", "C", "H", "H", "H", "H", "H", "H", "H", "H", "H", "H", "H", "H", "H", "H", "H", "H", "H"], "coordinates": [[1.22, -2.12, -0.55], [0.54, 1.61, 0.93], [0.87, 0.74, -1.38], [-0.10, -3.01, 1.35], [-0.13, 1.27, -0.40], [0.97, -2.20, 0.68], [-1.31, 0.16, -0.07], [-0.85, 2.50, -0.96], [-1.60, 2.86, -0.27], [1.03, 0.73, 1.35], [-0.19, 1.98, 1.65], [1.77, 1.35, -1.44], [0.36, -3.78, 1.97], [-0.76, -3.47, 0.62], [-1.84, -0.12, -0.98], [-0.14, 3.30, -1.15], [-0.96, -0.72, 0.47], [-2.00, 0.67, 0.60], [1.65, -1.67, 1.35], [1.16, -0.36, -1.12], [-0.69, -2.37, 2.01], [0.58, -2.64, -1.15], [1.30, 2.38, 0.79], [-1.33, 2.26, -1.91], [0.45, 0.64, -2.38]], "smiles": "CC(C)(C)C.[H]/N=C\\C"}



*two*
{"formula": "C7H17N", "method": "the ωB97M-V functional and the def2-TZVPD basis", "species": ["N", "C", "C", "C", "C", "C", "C", "C", "H", "H", "H", "H", "H", "H", "H", "H", "H", "H", "H", "H", "H", "H", "H", "H", "H"], "coordinates": [[0.48, -1.18, 0.26], [-2.01, -0.12, 0.60], [-1.05, -1.23, 0.08], [0.63, -0.04, -0.29], [-1.49, -1.78, -1.31], [1.05, 2.35, -0.61], [1.08, 1.46, 1.78], [1.37, 1.14, 0.29], [-1.57, 0.88, 0.56], [2.46, 0.99, 0.20], [-2.80, -0.05, -0.15], [0.25, 0.86, 2.15], [1.57, -3.49, -0.61], [-0.63, -2.22, -1.79], [1.94, 1.28, 2.42], [-1.36, -2.04, 0.73], [0.56, 0.04, -1.39], [0.86, 2.52, 1.81], [1.66, 2.31, -1.51], [-1.87, -0.98, -1.94], [0.00, 2.34, -0.92], [1.26, 3.29, -0.11], [2.31, -3.47, -0.59], [-2.25, -2.54, -1.22], [-2.45, -0.33, 1.57]], "smiles": "CC(C)/C=N/C(C)C.[H][H]"}



*three*
{"formula": "C7H17N", "method": "the ωB97M-V functional and the def2-TZVPD basis", "species": ["N", "C", "C", "C", "C", "C", "C", "C", "H", "H", "H", "H", "H", "H", "H", "H", "H", "H", "H", "H", "H", "H", "H", "H", "H"], "coordinates": [[1.13, -0.99, -1.66], [-0.07, 0.45, -0.09], [0.02, -0.38, -1.17], [-0.39, -1.76, 2.20], [-1.38, 1.06, 0.30], [-0.69, -1.79, 0.73], [1.11, 0.78, 0.79], [0.40, 1.98, -1.92], [-2.16, 0.83, -0.43], [-1.75, -1.78, 0.49], [2.04, -0.68, -1.35], [1.98, 0.17, 0.58], [1.46, 1.87, -2.12], [-0.77, -2.64, 2.74], [-0.21, 1.84, -2.82], [0.69, -1.72, 2.39], [1.09, -1.39, -2.58], [-1.29, 2.15, 0.36], [-0.88, -0.59, -1.73], [0.15, 2.89, -1.40], [-1.70, 0.70, 1.28], [-0.84, -0.89, 2.70], [0.84, 0.63, 1.84], [-0.16, -2.57, 0.18], [1.38, 1.83, 0.66]]}



Q: Which of them is the least stable? A: *three*.



*one*
{"formula": "C7H17N", "method": "the ωB97M-V functional and the def2-TZVPD basis", "species": ["N", "C", "C", "C", "C", "C", "C", "C", "H", "H", "H", "H", "H", "H", "H", "H", "H", "H", "H", "H", "H", "H", "H", "H", "H"], "coordinates": [[-0.03, 1.01, 0.36], [1.99, 0.40, -0.94], [0.94, 1.33, -0.58], [-2.03, 0.07, -0.57], [-0.68, -0.27, 0.14], [-0.90, -0.88, 1.56], [2.98, 0.07, 0.21], [-2.54, -1.22, -1.20], [-1.77, 0.95, -1.15], [-0.16, -0.94, -0.54], [3.44, -0.92, 0.16], [-3.62, -1.37, -1.08], [2.47, 0.49, -1.91], [-1.93, -0.66, 1.90], [1.97, 0.17, 3.87], [-0.65, -1.90, 1.86], [-0.24, -0.25, 2.15], [-2.63, 0.45, 0.27], [0.67, 0.82, -1.62], [-2.05, -2.10, -0.74], [3.62, 0.93, 0.46], [1.15, 2.41, -0.54], [2.28, 0.06, 1.06], [-2.41, -1.33, -2.28], [1.99, -0.12, 3.18]]}



*two*
{"formula": "C7H17N", "method": "the ωB97M-V functional and the def2-TZVPD basis", "species": ["N", "C", "C", "C", "C", "C", "C", "C", "H", "H", "H", "H", "H", "H", "H", "H", "H", "H", "H", "H", "H", "H", "H", "H", "H"], "coordinates": [[-1.59, 0.88, -0.13], [-1.99, 2.53, -1.92], [-0.54, 0.35, 0.81], [-1.15, 2.17, -0.70], [0.64, -0.23, 0.17], [2.65, -1.44, 0.47], [1.17, -1.56, 0.23], [0.46, -2.36, 1.36], [-1.26, 2.90, 0.10], [1.33, 0.48, -0.29], [3.18, -1.30, -0.48], [-2.98, 2.08, -1.84], [2.72, -3.23, -0.86], [0.39, -1.63, 2.17], [-0.30, 1.20, 1.47], [-2.15, 3.59, -2.06], [2.89, -0.57, 1.12], [2.99, -2.38, 0.90], [-1.45, 0.23, -0.91], [0.99, -2.12, -0.74], [-1.55, 2.06, -2.80], [0.97, -3.24, 1.72], [-0.55, -2.61, 1.03], [-1.05, -0.34, 1.48], [-0.09, 2.15, -0.96]]}



Q: Which of them is the least stable? A: *one*.